1.
# C28H31ClN6O6PdSTe

A structure of composition C28H31ClN6O6PdSTe (ωB97M-V/def2-TZVPD, the OMol25 dataset).

## Properties
**HOMO level**: -13.97 eV

The geometry in ORCA input format:
```
! wB97M-V def2-TZVPD RIJCOSX def2/J DEFGRID3
* xyz 2 1
Pd 0.36 -0.04 0.58
S 3.91 -6.50 0.02
N 2.69 -5.91 -0.85
C 2.43 -4.70 -0.39
C 1.38 -3.82 -0.86
C 0.48 -4.11 -1.89
C -0.50 -3.19 -2.21
C -0.58 -2.00 -1.48
N 0.27 -1.72 -0.50
C 1.26 -2.60 -0.21
C 2.18 -2.18 0.82
N 2.01 -0.92 1.27
C 2.73 -0.48 2.29
C 3.72 -1.28 2.87
C 3.95 -2.55 2.38
C 3.17 -3.02 1.32
C 3.28 -4.32 0.68
N 4.16 -5.25 1.01
H 0.55 -5.06 -2.42
H -1.21 -3.37 -3.00
H -1.36 -1.27 -1.67
H 2.52 0.52 2.64
H 4.29 -0.89 3.69
H 4.71 -3.18 2.80
O -0.42 -0.78 2.83
C -1.38 -0.75 3.62
C -1.14 -0.89 5.11
C -1.57 0.34 5.93
C -3.07 0.42 6.20
C -3.90 0.64 4.94
C -3.85 -0.55 3.99
N -2.63 -0.61 3.18
H -0.08 -1.07 5.22
H -1.67 -1.78 5.46
H -1.23 1.25 5.43
H -1.04 0.29 6.88
H -3.27 1.23 6.91
H -3.39 -0.50 6.68
H -3.56 1.53 4.41
H -4.94 0.81 5.22
H -4.67 -0.51 3.28
H -3.96 -1.49 4.54
H -2.71 -0.44 2.19
Te 2.28 0.47 -2.97
C 1.30 0.68 -4.80
C 1.15 1.94 -5.38
C 0.54 2.06 -6.62
C 0.11 0.92 -7.29
C 0.27 -0.34 -6.72
C 0.85 -0.46 -5.46
H 1.52 2.83 -4.88
H 0.42 3.03 -7.07
H -0.35 1.01 -8.26
H -0.07 -1.22 -7.24
H 0.97 -1.44 -5.01
C -0.84 4.58 -2.40
N -0.54 3.14 -2.44
C -1.64 2.26 -2.87
C 0.59 2.67 -2.01
C 1.68 3.57 -1.54
O 0.73 1.37 -1.95
H -1.89 4.71 -2.62
H -0.25 5.10 -3.15
H -0.64 4.97 -1.41
H -2.11 2.72 -3.73
H -2.35 2.16 -2.06
H -1.25 1.29 -3.15
H 1.75 4.47 -2.14
H 2.63 3.05 -1.55
H 1.44 3.86 -0.51
O 0.55 1.88 1.38
Cl -0.88 2.30 1.30
O -0.97 3.53 0.61
O -1.45 2.34 2.59
O -1.47 1.22 0.47
*
```

=====

2.
# C28H31F9NO30PS

A cluster of 10 separate species, C28H31F9NO30PS in total in a non-equilibrium geometry (ωB97M-V/def2-TZVPD, the OMol25 dataset).

## Properties
**HOMO level**: -9.67 eV

The geometry in ORCA input format:
```
! wB97M-V def2-TZVPD RIJCOSX def2/J DEFGRID3
* xyz 0 1
O -3.27 -0.50 1.57
C -3.60 0.57 2.01
O -4.26 1.52 1.29
C -4.58 2.57 2.19
C -3.54 2.39 3.26
F -4.02 2.77 4.47
O -3.34 0.99 3.27
H -5.59 2.44 2.56
H -4.50 3.54 1.70
H -2.60 2.90 3.05
O 2.25 -0.90 -4.33
C 1.19 -0.70 -4.84
O 0.63 -1.51 -5.78
C -0.67 -1.00 -6.03
C -0.54 0.43 -5.62
F -1.71 0.90 -5.12
O 0.40 0.37 -4.56
H -1.40 -1.55 -5.43
H -0.94 -1.11 -7.08
H -0.18 1.09 -6.40
O -1.72 -5.42 -1.48
C -2.44 -4.93 -0.66
O -2.01 -4.43 0.54
C -3.14 -3.83 1.15
C -4.28 -4.53 0.49
F -5.36 -3.72 0.38
O -3.79 -4.81 -0.80
H -3.14 -2.75 0.95
H -3.13 -3.98 2.23
H -4.57 -5.47 0.98
O 1.65 2.60 -5.04
C 2.32 3.12 -4.20
O 1.81 3.76 -3.11
C 2.92 4.11 -2.29
C 4.04 4.15 -3.28
F 5.21 3.79 -2.70
O 3.68 3.16 -4.22
H 3.06 3.35 -1.52
H 2.75 5.08 -1.81
H 4.16 5.11 -3.79
O -2.40 -2.16 -8.04
C -2.71 -1.38 -8.89
O -4.00 -1.00 -9.14
C -3.93 0.03 -10.13
C -2.62 -0.24 -10.78
F -2.05 0.91 -11.22
O -1.83 -0.77 -9.73
H -3.97 1.01 -9.63
H -4.77 -0.04 -10.82
H -2.67 -0.96 -11.60
O 3.96 -5.53 1.90
C 4.92 -4.82 1.97
O 6.08 -5.18 2.59
C 7.01 -4.14 2.34
C 6.12 -2.97 2.07
F 6.69 -2.11 1.19
O 4.99 -3.56 1.46
H 7.64 -4.40 1.48
H 7.66 -3.97 3.21
H 5.81 -2.43 2.97
O -3.20 5.55 1.34
C -2.79 5.01 0.35
O -2.05 3.86 0.37
C -1.89 3.47 -0.99
C -2.07 4.76 -1.72
F -2.62 4.56 -2.94
O -3.00 5.46 -0.91
H -2.64 2.73 -1.25
H -0.90 3.04 -1.16
H -1.16 5.36 -1.82
O 0.51 2.65 8.81
C -0.55 2.85 8.31
O -1.13 2.05 7.37
C -2.43 2.57 7.13
C -2.29 3.99 7.56
F -3.46 4.47 8.07
O -1.34 3.93 8.60
H -3.16 2.02 7.74
H -2.71 2.47 6.09
H -1.93 4.66 6.77
O 3.69 -6.12 8.01
C 3.40 -5.33 7.17
O 2.12 -4.93 6.91
C 2.21 -3.89 5.94
C 3.52 -4.17 5.29
F 4.11 -3.02 4.88
O 4.29 -4.72 6.34
H 2.18 -2.92 6.44
H 1.37 -3.94 5.23
H 3.47 -4.88 4.46
N 3.56 -0.88 0.84
O 3.57 0.16 1.76
C 2.74 1.24 1.37
O 3.20 2.23 0.74
O 1.33 1.33 1.69
P 0.40 0.24 0.73
S 0.76 0.61 -1.16
H 4.51 -1.03 0.46
H 2.96 -0.69 0.02
H -1.02 0.39 0.90
H 0.79 -1.08 1.11
*
```